This record from the OMol25 dataset describes an isolated molecule of C4H5NO. The level of theory is wB97M-V/def2-TZVPD.

Calculated values
orbital gap	0.3735	hartree
ΔE to the lowest compared entry with this formula, charge and spin	53.1	kcal/mol
structure (SMILES)	C1=N[C@H]2C[C@H]2O1
DFT total energy	-7764.2231	eV
charge	0

Each line ends with the Mulliken charge.
Positions of all 11 atoms, in Å:
C1 -0.713 1.479 0.302  0.11
N1 -1.181 0.427 0.857  -0.52
C2 -0.147 -0.581 0.738  -0.17
C3 0.152 -1.068 -0.847  -0.70
C4 0.874 0.003 -0.132  0.04
O1 0.477 1.423 -0.328  -0.39
H1 -1.201 2.454 0.378  0.36
H2 -0.038 -1.200 1.626  0.35
H3 -0.811 -0.942 -1.310  0.28
H4 0.776 -1.830 -1.364  0.29
H5 1.928 -0.193 0.056  0.34

This record from the OMol25 dataset describes an isolated molecule of C4H5NO. The level of theory is wB97M-V/def2-TZVPD.

Calculated values
orbital gap	0.3474	hartree
ΔE to the lowest compared entry with this formula, charge and spin	110.5	kcal/mol
structure (SMILES)	C#C/C(C)=N/O
DFT total energy	-7761.7365	eV
charge	0

Each line ends with the Mulliken charge.
Positions of all 11 atoms, in Å:
C1 -0.701 -1.787 1.345  -0.07
C2 0.083 -1.635 0.436  -0.66
C3 0.378 -0.301 -0.071  0.94
C4 -0.477 0.195 -1.195  -0.98
N1 1.158 0.394 0.661  -0.53
O1 1.191 1.717 0.234  -0.38
H1 -1.386 -1.651 2.143  0.37
H2 0.118 0.211 -2.109  0.27
H3 -1.339 -0.462 -1.340  0.33
H4 -0.819 1.210 -0.980  0.35
H5 1.794 2.108 0.876  0.37

This record from the OMol25 dataset describes a cluster of 2 separate species, C4H5NO in total. The level of theory is wB97M-V/def2-TZVPD.

Calculated values
orbital gap	0.3589	hartree
ΔE to the lowest compared entry with this formula, charge and spin	72.4	kcal/mol
DFT total energy	-7763.3890	eV
charge	0

Each line ends with the Mulliken charge.
Positions of all 11 atoms, in Å:
O1 2.709 0.006 -0.236  -0.23
C1 1.643 -0.311 -0.459  0.21
C2 -0.062 1.031 -1.021  -0.48
N1 -0.157 1.123 0.248  -0.37
C3 -1.076 -0.996 0.716  -0.62
C4 -0.116 -0.104 0.936  -0.09
H1 0.099 1.919 -1.619  0.33
H2 -0.250 0.105 -1.579  0.32
H3 -1.706 -0.873 -0.160  0.23
H4 -1.341 -1.735 1.454  0.28
H5 0.533 -0.140 1.813  0.42

This record from the OMol25 dataset describes an isolated molecule of C4H5NO. The level of theory is wB97M-V/def2-TZVPD.

Calculated values
orbital gap	0.4205	hartree
ΔE to the lowest compared entry with this formula, charge and spin	59.0	kcal/mol
structure (SMILES)	C[C@H]1O[C@H]1C#N
DFT total energy	-7763.9674	eV
charge	0

Each line ends with the Mulliken charge.
Positions of all 11 atoms, in Å:
C1 0.280 1.249 -0.457  -1.11
C2 0.225 -0.263 -0.556  0.06
O1 1.053 -0.911 0.363  -0.39
C3 -0.302 -1.312 0.410  -0.03
C4 -1.211 -0.559 1.230  0.26
N1 -1.861 0.308 1.652  -0.46
H1 1.269 1.170 -0.940  0.29
H2 -0.442 1.812 -1.082  0.31
H3 0.353 1.695 0.553  0.34
H4 0.205 -0.564 -1.603  0.37
H5 -0.523 -2.366 0.174  0.37

This record from the OMol25 dataset describes an isolated molecule of C4H5NO. The level of theory is wB97M-V/def2-TZVPD.

Calculated values
orbital gap (alpha / beta)	0.2756 / 0.2819	hartree
ΔE to the lowest compared entry with this formula, charge and spin	115.0	kcal/mol
structure (SMILES)	Nc1ccoc1
DFT total energy	-7761.5386	eV
charge	0

Each line ends with the Mulliken charge.
Positions of all 11 atoms, in Å:
N1 -1.758 -0.217 0.347  -0.52
C1 -0.427 0.102 0.104  0.64
C2 0.222 0.496 -1.120  -0.60
C3 1.573 0.216 -0.844  -0.24
O1 1.764 0.373 0.522  -0.26
C4 0.607 -0.142 0.970  -0.54
H1 -1.933 -0.250 1.341  0.25
H2 -2.443 0.341 -0.139  0.25
H3 -0.211 0.854 -2.059  0.39
H4 1.815 -0.877 -0.839  0.25
H5 0.791 -0.895 1.716  0.38

This record from the OMol25 dataset describes an isolated molecule of C4H5NO. The level of theory is wB97M-V/def2-TZVPD.

Calculated values
orbital gap	0.3173	hartree
ΔE to the lowest compared entry with this formula, charge and spin	7.5	kcal/mol
structure (SMILES)	Oc1ccc[nH]1
DFT total energy	-7766.2016	eV
charge	0

Each line ends with the Mulliken charge.
Positions of all 11 atoms, in Å:
O1 -1.609 -1.257 -0.893  -0.52
C1 -0.672 -0.457 -0.317  0.34
C2 -0.695 0.835 0.138  -0.47
C3 0.627 1.117 0.606  -0.42
C4 1.385 -0.008 0.432  -0.56
N1 0.575 -0.972 -0.137  -0.02
H1 -2.285 -0.686 -1.273  0.33
H2 -1.550 1.499 0.151  0.37
H3 0.971 2.056 1.019  0.38
H4 2.424 -0.212 0.651  0.37
H5 0.831 -1.915 -0.377  0.19

This record from the OMol25 dataset describes a structure of composition C4H5NO. The level of theory is wB97M-V/def2-TZVPD.

Calculated values
orbital gap	0.3634	hartree
ΔE to the lowest compared entry with this formula, charge and spin	131.8	kcal/mol
DFT total energy	-7760.8127	eV
charge	0

Each line ends with the Mulliken charge.
Positions of all 11 atoms, in Å:
N1 -1.139 1.679 -1.156  -0.26
C1 -0.524 2.166 -0.133  -0.49
C2 -0.346 0.699 -0.074  0.63
C3 0.881 -0.191 -0.176  -0.49
C4 0.051 -1.094 0.755  -0.25
O1 -0.999 -0.098 0.865  -0.39
H1 -0.979 0.487 -1.237  0.26
H2 1.126 -0.591 -1.161  0.28
H3 1.767 0.258 0.281  0.23
H4 -0.326 -2.016 0.300  0.24
H5 0.489 -1.300 1.734  0.25

This record from the OMol25 dataset describes an isolated molecule of C4H5NO. The level of theory is wB97M-V/def2-TZVPD.

Calculated values
orbital gap	0.3187	hartree
ΔE to the lowest compared entry with this formula, charge and spin	127.9	kcal/mol
DFT total energy	-7760.9781	eV
charge	0

Each line ends with the Mulliken charge.
Positions of all 11 atoms, in Å:
O1 -1.717 0.359 0.699  -0.27
C1 -1.821 0.267 -0.601  -0.26
C2 -0.357 -0.449 0.115  -0.31
C3 0.758 0.574 0.031  -0.42
C4 2.090 -0.034 0.107  0.19
N1 3.151 -0.491 0.163  -0.38
H1 -2.698 -0.399 -0.846  0.14
H2 -0.374 -1.205 -0.691  0.33
H3 -0.333 -1.034 1.043  0.37
H4 0.640 1.265 0.871  0.27
H5 0.662 1.148 -0.892  0.33

This record from the OMol25 dataset describes an isolated molecule of C4H5NO. The level of theory is wB97M-V/def2-TZVPD.

Calculated values
orbital gap	0.3106	hartree
ΔE to the lowest compared entry with this formula, charge and spin	106.1	kcal/mol
DFT total energy	-7761.9246	eV
charge	0

Each line ends with the Mulliken charge.
Positions of all 11 atoms, in Å:
C1 -1.822 -0.036 0.198  -0.95
C2 -0.327 -0.094 0.148  0.75
N1 0.279 -1.264 0.101  -0.20
O1 1.586 -1.099 -0.042  -0.15
C3 1.804 0.327 -0.170  -0.19
C4 0.566 1.040 0.083  -0.70
H1 -2.255 -1.034 0.302  0.31
H2 -2.162 0.599 1.021  0.27
H3 -2.192 0.409 -0.732  0.23
H4 2.747 0.591 0.310  0.37
H5 1.888 0.526 -1.257  0.27

This record from the OMol25 dataset describes an isolated molecule of C4H5NO. The level of theory is wB97M-V/def2-TZVPD.

Calculated values
orbital gap	0.3885	hartree
ΔE to the lowest compared entry with this formula, charge and spin	63.9	kcal/mol
structure (SMILES)	O=C1C[C@H]2N[C@@H]12
DFT total energy	-7763.7575	eV
charge	0

Each line ends with the Mulliken charge.
Positions of all 11 atoms, in Å:
O1 1.136 -0.248 2.071  -0.55
C1 0.580 -0.103 1.017  0.43
C2 0.892 -0.573 -0.438  -0.63
C3 -0.198 0.457 -0.848  -0.15
N1 -1.458 0.050 -0.203  -0.49
C4 -0.523 0.820 0.567  -0.25
H1 1.962 -0.417 -0.641  0.28
H2 0.631 -1.587 -0.758  0.24
H3 -0.705 0.798 -1.714  0.47
H4 -1.478 -0.948 -0.067  0.24
H5 -0.838 1.752 1.013  0.40

This record from the OMol25 dataset describes an isolated molecule of C4H5NO. The level of theory is wB97M-V/def2-TZVPD.

Calculated values
orbital gap (alpha / beta)	0.3097 / 0.3097	hartree
ΔE to the lowest compared entry with this formula, charge and spin	79.9	kcal/mol
structure (SMILES)	CCN=C=C=O
DFT total energy	-7763.0609	eV
charge	0

Each line ends with the Mulliken charge.
Positions of all 11 atoms, in Å:
C1 0.826 0.675 1.384  -0.99
C2 0.351 0.151 -0.007  -0.12
N1 -0.291 0.898 -1.085  -0.42
C3 -1.038 0.235 -1.843  0.06
C4 -1.485 -1.150 -1.610  0.43
O1 -2.123 -2.070 -1.916  -0.30
H1 0.330 0.036 2.121  0.28
H2 0.622 1.713 1.667  0.32
H3 1.901 0.485 1.509  0.26
H4 1.215 -0.305 -0.503  0.29
H5 -0.372 -0.645 0.194  0.19

This record from the OMol25 dataset describes an isolated molecule of C4H5NO. The level of theory is wB97M-V/def2-TZVPD.

Calculated values
orbital gap (alpha / beta)	0.2654 / 0.3339	hartree
ΔE to the lowest compared entry with this formula, charge and spin	89.1	kcal/mol
DFT total energy	-7762.6642	eV
charge	0

Each line ends with the Mulliken charge.
Positions of all 11 atoms, in Å:
C1 -1.799 -0.016 0.069  -1.07
C2 -0.351 -0.423 0.194  0.87
N1 0.096 -1.496 0.635  -0.51
O1 2.420 -1.143 -0.065  -0.47
C3 2.043 0.004 -0.290  0.05
C4 0.750 0.515 -0.021  -0.49
H1 -2.461 -0.819 0.398  0.32
H2 -1.985 0.879 0.669  0.31
H3 -1.997 0.223 -0.980  0.30
H4 2.703 0.714 -0.826  0.32
H5 0.582 1.563 0.217  0.36

This record from the OMol25 dataset describes an isolated molecule of C4H5NO. The level of theory is wB97M-V/def2-TZVPD.

Calculated values
orbital gap	0.3572	hartree
ΔE to the lowest compared entry with this formula, charge and spin	70.8	kcal/mol
DFT total energy	-7763.4556	eV
charge	0

Each line ends with the Mulliken charge.
Positions of all 11 atoms, in Å:
C1 -1.716 -0.100 0.079  -1.04
C2 -0.352 0.536 0.180  0.48
C3 -0.078 1.799 0.360  -0.39
C4 0.844 -0.404 0.215  0.57
O1 0.766 -1.493 0.744  -0.57
N1 1.963 0.080 -0.381  -0.41
H1 -1.821 -0.603 -0.888  0.28
H2 -2.514 0.638 0.184  0.35
H3 -1.803 -0.851 0.868  0.28
H4 2.779 -0.514 -0.413  0.24
H5 1.933 0.912 -0.949  0.22

This record from the OMol25 dataset describes an isolated molecule of C4H5NO. The level of theory is wB97M-V/def2-TZVPD.

Calculated values
orbital gap	0.3533	hartree
ΔE to the lowest compared entry with this formula, charge and spin	55.5	kcal/mol
structure (SMILES)	Nc1ccoc1
DFT total energy	-7764.1193	eV
charge	0

Each line ends with the Mulliken charge.
Positions of all 11 atoms, in Å:
N1 -1.276 1.215 -0.107  -0.59
C1 -0.320 0.203 0.143  0.75
C2 0.498 0.014 -0.997  -0.16
C3 1.338 -1.013 -0.632  -0.65
O1 1.053 -1.434 0.648  -0.29
C4 0.030 -0.668 1.118  -0.63
H1 -2.185 1.088 0.280  0.23
H2 -1.030 2.175 0.088  0.21
H3 -0.065 0.900 -1.558  0.37
H4 2.152 -1.578 -1.076  0.37
H5 -0.313 -0.870 2.122  0.39

This record from the OMol25 dataset describes a cluster of 2 separate species, C4H5NO in total. The level of theory is wB97M-V/def2-TZVPD.

Calculated values
orbital gap	0.3397	hartree
ΔE to the lowest compared entry with this formula, charge and spin	87.9	kcal/mol
structure (SMILES)	N#CC=O.C=C
DFT total energy	-7762.7143	eV
charge	0

Each line ends with the Mulliken charge.
Positions of all 11 atoms, in Å:
N1 0.667 2.542 -1.372  -0.37
C1 0.203 1.802 -0.614  0.39
C2 -0.480 1.066 0.470  -0.07
O1 0.067 0.806 1.526  -0.50
H1 -1.569 1.087 0.330  0.35
C3 -0.432 -1.017 -0.257  -0.66
C4 0.846 -1.248 0.119  -0.38
H2 -1.208 -0.905 0.482  0.36
H3 -0.784 -1.300 -1.239  0.33
H4 1.353 -2.103 -0.303  0.26
H5 1.402 -0.639 0.833  0.30

This record from the OMol25 dataset describes an isolated molecule of C4H5NO. The level of theory is wB97M-V/def2-TZVPD.

Calculated values
orbital gap	0.3688	hartree
ΔE to the lowest compared entry with this formula, charge and spin	101.4	kcal/mol
DFT total energy	-7762.1285	eV
charge	0

Each line ends with the Mulliken charge.
Positions of all 11 atoms, in Å:
N1 2.030 -0.239 0.464  -0.60
C1 1.250 -1.056 -0.103  0.11
O1 -0.068 -0.839 -0.220  -0.28
C2 -0.531 0.385 0.345  -0.28
C3 -2.741 -0.281 -0.702  -0.22
C4 -2.002 0.468 0.072  -0.29
H1 2.984 -0.589 0.446  0.23
H2 1.502 -2.016 -0.562  0.36
H3 0.004 1.226 -0.110  0.33
H4 -0.320 0.403 1.419  0.32
H5 -2.596 1.249 0.559  0.32

This record from the OMol25 dataset describes an isolated molecule of C4H5NO. The level of theory is wB97M-V/def2-TZVPD.

Calculated values
orbital gap	0.3185	hartree
ΔE to the lowest compared entry with this formula, charge and spin	98.1	kcal/mol
DFT total energy	-7762.2727	eV
charge	0

Each line ends with the Mulliken charge.
Positions of all 11 atoms, in Å:
O1 -1.823 0.250 1.470  -0.49
C1 -0.918 0.261 0.701  0.34
C2 -0.531 0.891 -0.641  -0.34
C3 0.676 -0.053 -0.613  -0.05
N1 0.411 -0.370 0.805  -0.10
C4 0.097 -1.402 -0.364  -0.66
H1 -1.215 0.770 -1.479  0.28
H2 -0.304 1.949 -0.452  0.25
H3 1.685 0.228 -0.908  0.36
H4 1.067 -0.469 1.571  0.25
H5 0.854 -2.186 -0.251  0.16

This record from the OMol25 dataset describes an isolated molecule of C4H5NO. The level of theory is wB97M-V/def2-TZVPD.

Calculated values
orbital gap	0.4068	hartree
ΔE to the lowest compared entry with this formula, charge and spin	35.6	kcal/mol
structure (SMILES)	Cc1ccon1
DFT total energy	-7764.9832	eV
charge	0

Each line ends with the Mulliken charge.
Positions of all 11 atoms, in Å:
C1 1.339 1.095 0.303  -0.96
C2 0.184 0.120 0.253  0.68
C3 -0.539 -0.441 -0.925  -0.48
C4 -1.476 -1.209 -0.311  -0.23
O1 -1.370 -1.136 1.039  -0.13
N1 -0.336 -0.307 1.371  -0.41
H1 1.440 1.652 1.248  0.31
H2 2.301 0.603 0.116  0.24
H3 1.155 1.814 -0.494  0.28
H4 -0.416 -0.313 -2.020  0.29
H5 -2.283 -1.877 -0.579  0.42

This record from the OMol25 dataset describes a structure of composition C4H5NO. The level of theory is wB97M-V/def2-TZVPD.

Calculated values
orbital gap	0.3220	hartree
ΔE to the lowest compared entry with this formula, charge and spin	112.4	kcal/mol
DFT total energy	-7761.6506	eV
charge	0

Each line ends with the Mulliken charge.
Positions of all 11 atoms, in Å:
C1 -1.840 -0.064 0.274  -0.99
C2 -0.356 -0.057 0.057  0.47
N1 0.285 -1.299 0.033  -0.02
O1 1.504 -1.267 -0.151  -0.28
C3 1.803 0.589 -0.298  -0.19
C4 0.504 0.987 -0.128  -0.31
H1 -2.174 -1.064 0.567  0.32
H2 -2.117 0.644 1.059  0.26
H3 -2.375 0.223 -0.638  0.22
H4 2.518 0.704 0.518  0.25
H5 2.249 0.605 -1.294  0.25

This record from the OMol25 dataset describes a cluster of 2 separate species, C4H5NO in total. The level of theory is wB97M-V/def2-TZVPD.

Calculated values
orbital gap	0.3721	hartree
ΔE to the lowest compared entry with this formula, charge and spin	81.6	kcal/mol
structure (SMILES)	O=c1cc1.C=N
DFT total energy	-7762.9864	eV
charge	0

Each line ends with the Mulliken charge.
Positions of all 11 atoms, in Å:
O1 1.863 -0.516 -0.772  -0.57
C1 1.494 0.477 -0.194  0.49
C2 0.510 1.459 0.129  -0.18
C3 1.719 1.569 0.695  -0.40
H1 -0.475 1.911 0.082  0.32
H2 2.319 2.152 1.384  0.35
C4 -1.814 -1.214 -0.349  -0.26
N1 -0.754 -1.409 0.315  -0.45
H3 -2.422 -0.335 -0.114  0.25
H4 -2.185 -1.856 -1.156  0.23
H5 -0.256 -2.238 -0.019  0.22